Record 1
DFT (the ωB97M-V functional and the def2-TZVPD basis) results for a molecular structure, C23H34IIrN2O2S3Si2Te.

## Properties
HOMO level (spin up / spin down) = -10.1 / -10.2 eV
multiplicity = 2
<S²> = 0.77
energy above the lowest of the compared OMol25 structures with the same formula, charge and spin = 99.4 kcal/mol
LUMO (spin up / spin down) = -4.99 / -5.05 eV
net charge = +1
calculated total energy = -3600.11835 a.u.

Last column: Mulliken spin population.
CARTESIAN COORDINATES (ANGSTROEM)
Ir -0.40 1.36 0.26  -0.02
C -1.45 3.42 -3.66  0.01
C 0.00 3.28 -3.33  -0.01
N 0.90 3.45 -4.27  0.00
C 2.22 3.30 -3.97  0.00
C 2.70 3.03 -2.72  -0.01
C 4.16 2.79 -2.45  0.00
O 4.35 1.59 -1.70  0.00
C 1.74 2.84 -1.71  0.01
C 2.16 2.53 -0.38  -0.01
N 1.46 1.89 0.51  0.00
C 2.16 1.48 1.71  -0.01
C 3.50 1.14 1.63  0.00
C 4.17 0.72 2.77  0.00
C 3.51 0.63 3.99  0.00
C 2.16 0.93 4.06  0.00
C 1.51 1.34 2.91  0.00
I -0.53 1.68 2.94  0.00
C 0.40 2.92 -2.02  0.01
O -0.55 2.68 -1.11  0.00
H -1.55 3.75 -4.69  0.00
H -1.94 4.13 -3.00  0.00
H -1.96 2.46 -3.54  0.00
H 2.90 3.38 -4.81  0.00
H 4.60 3.59 -1.86  0.00
H 4.69 2.76 -3.41  0.00
H 4.07 0.84 -2.24  0.00
H 3.16 2.82 -0.08  0.00
H 4.02 1.17 0.68  0.00
H 5.22 0.46 2.70  0.00
H 4.03 0.30 4.87  0.00
H 1.62 0.83 5.00  0.00
S 2.60 -0.21 -3.58  0.10
C 1.49 -0.50 -2.39  -0.04
S 1.89 -0.85 -0.74  0.11
S -0.18 -0.34 -2.87  0.53
C -0.31 -4.56 -0.58  0.00
Si -0.04 -4.02 1.18  0.01
C -0.94 -5.13 2.35  0.00
C 1.77 -3.94 1.59  0.00
C -0.80 -2.28 1.41  0.15
Te -0.87 -1.10 -0.37  0.13
C -3.00 -1.17 -0.65  0.04
Si -4.11 -0.10 0.42  0.00
C -3.42 1.64 0.41  0.00
C -4.13 -0.76 2.15  0.00
C -5.80 -0.11 -0.33  0.00
H -0.02 -5.60 -0.70  0.00
H 0.28 -3.97 -1.29  0.00
H -1.37 -4.48 -0.87  0.00
H -0.54 -6.15 2.28  0.00
H -2.01 -5.18 2.12  0.00
H -0.83 -4.80 3.39  0.00
H 2.29 -4.81 1.19  0.00
H 1.92 -3.93 2.67  0.00
H 2.25 -3.05 1.17  0.00
H -0.23 -1.69 2.14  -0.01
H -1.84 -2.34 1.74  -0.01
H -3.23 -2.23 -0.52  0.00
H -3.12 -0.92 -1.71  -0.01
H -3.38 2.06 1.42  0.00
H -4.00 2.33 -0.21  0.00
H -2.40 1.70 -0.02  0.00
H -3.17 -0.66 2.66  0.00
H -4.43 -1.81 2.17  0.00
H -4.87 -0.21 2.75  0.00
H -5.80 0.36 -1.32  0.00
H -6.52 0.43 0.29  0.00
H -6.18 -1.13 -0.45  0.00

---

Record 2
DFT (the ωB97M-V functional and the def2-TZVPD basis) results for a molecular structure, C17H31F3O2P2Pt.

## Properties
HOMO level (spin up / spin down) = -11.6 / -15.3 eV
multiplicity = 5
<S²> = 6.01
energy above the lowest of the compared OMol25 structures with the same formula, charge and spin = 109.7 kcal/mol
LUMO (spin up / spin down) = -6.57 / -10.32 eV
net charge = +2
calculated total energy = -1917.46172 a.u.

Last column: Mulliken spin population.
CARTESIAN COORDINATES (ANGSTROEM)
P 2.24 0.50 -0.44  0.35
P -1.28 1.13 1.44  0.71
C 0.54 -0.30 -0.46  0.22
C -0.83 0.30 -0.11  0.10
H 0.66 -1.28 0.01  -0.09
H 0.55 -0.38 -1.55  0.00
H -1.30 0.76 -0.99  0.00
H -1.46 -0.53 0.23  -0.01
C -1.62 0.14 2.86  0.00
H -1.62 0.84 3.71  0.00
H -0.86 -0.65 3.03  0.00
H -2.62 -0.30 2.70  0.02
C -2.36 2.49 1.07  -0.01
H -3.32 2.01 0.82  0.02
H -1.95 3.09 0.23  0.00
H -2.42 3.09 2.00  0.00
C 3.63 -0.56 -0.04  -0.02
H 4.51 0.09 0.10  0.01
H 3.79 -1.22 -0.90  0.01
H 3.46 -1.15 0.87  0.00
C 2.37 1.45 -1.94  0.00
H 1.50 2.12 -2.07  0.00
H 2.42 0.74 -2.78  0.01
H 3.30 2.03 -1.87  0.01
Pt 1.01 1.30 1.13  0.52
C -2.37 -1.68 -1.24  0.03
C -2.09 -2.38 -0.12  0.07
C -1.63 -3.80 -0.16  0.09
C -0.42 -4.12 -1.12  0.13
C 0.49 -2.96 -1.39  0.81
C 0.32 -2.17 -2.49  0.81
C -0.92 -2.20 -3.34  0.00
C -2.31 -2.27 -2.61  0.01
C 2.75 2.27 1.59  0.00
H -2.80 -0.66 -1.25  -0.01
H -2.45 -2.06 0.88  0.00
H -2.44 -4.51 -0.43  0.00
H -1.33 -4.06 0.86  -0.01
H 0.15 -4.97 -0.69  0.00
H -0.84 -4.43 -2.09  0.01
H 1.34 -2.86 -0.71  0.00
H 1.18 -1.64 -2.95  -0.04
H -0.91 -3.00 -4.10  0.08
H -0.89 -1.26 -3.92  0.02
H -3.05 -1.77 -3.27  0.01
H -2.59 -3.34 -2.54  -0.01
H 2.62 3.34 1.35  0.00
H 3.61 1.85 1.05  0.00
H 2.80 2.06 2.65  0.01
F -0.25 5.92 2.81  0.00
C 0.57 4.94 2.36  0.00
F 0.34 4.81 1.01  0.00
F 1.86 5.40 2.46  0.00
C 0.38 3.63 3.24  0.00
O 0.43 3.80 4.45  0.06
O 0.13 2.46 2.66  0.12

---

Record 3
DFT (the ωB97M-V functional and the def2-TZVPD basis) results for a molecular structure, C29H33BN8SiZr.

## Properties
HOMO level (spin up / spin down) = -10.9 / -10.9 eV
multiplicity = 2
<S²> = 0.75
energy above the lowest of the compared OMol25 structures with the same formula, charge and spin = 64.0 kcal/mol
LUMO (spin up / spin down) = -3.54 / -4.50 eV
net charge = +1
calculated total energy = -1924.15562 a.u.

Last column: Mulliken spin population.
CARTESIAN COORDINATES (ANGSTROEM)
Zr -0.14 -0.41 0.43  0.11
C -0.29 3.43 2.72  0.00
C -0.92 2.59 1.81  0.00
N -0.17 1.50 1.59  -0.01
N 0.95 1.64 2.34  0.01
C 0.89 2.80 3.03  0.00
B 2.06 0.56 2.46  -0.02
N 1.42 -0.73 3.01  0.01
C 1.96 -1.70 3.76  0.00
C 1.00 -2.68 3.97  0.00
C -0.10 -2.24 3.25  -0.01
N 0.14 -1.06 2.67  0.02
N 2.59 0.16 1.02  0.00
C 3.73 0.50 0.39  0.00
C 3.90 -0.33 -0.70  0.00
C 2.80 -1.17 -0.69  0.01
N 2.01 -0.89 0.36  0.02
N 3.13 1.10 3.37  0.00
C 3.34 0.93 4.71  0.00
C 4.28 1.84 5.11  0.00
C 4.58 2.57 3.95  0.00
N 3.88 2.14 2.92  0.00
H -0.65 4.38 3.08  0.00
H -1.87 2.72 1.32  0.00
H 1.69 3.12 3.68  0.00
H 2.98 -1.65 4.10  0.00
H 1.10 -3.58 4.54  0.00
H -1.07 -2.71 3.15  0.00
H 4.33 1.31 0.78  0.00
H 4.71 -0.32 -1.40  0.00
H 2.53 -1.96 -1.38  0.00
H 2.81 0.19 5.28  0.00
H 4.69 1.97 6.10  0.00
H 5.27 3.39 3.82  0.00
C -4.12 3.14 -1.37  0.00
C -3.20 3.69 -2.25  0.00
C -1.93 3.13 -2.37  0.00
C -1.56 2.01 -1.62  -0.01
C -2.51 1.49 -0.74  0.01
C -3.78 2.03 -0.61  0.00
Si 0.15 1.15 -1.75  -0.01
C 0.17 0.32 -3.46  -0.02
C 0.70 0.98 -4.58  0.00
C 0.63 0.41 -5.84  0.00
C 0.02 -0.82 -6.02  0.00
C -0.50 -1.50 -4.92  0.02
C -0.41 -0.93 -3.66  0.00
H -5.11 3.57 -1.28  0.00
H -3.46 4.56 -2.84  0.00
H -1.22 3.56 -3.07  0.00
H -2.24 0.63 -0.12  0.00
H -4.50 1.60 0.07  0.00
H 1.12 2.29 -1.88  0.00
H 1.18 1.94 -4.46  0.00
H 1.04 0.94 -6.69  0.00
H -0.05 -1.26 -7.01  0.00
H -0.96 -2.47 -5.05  0.00
H -0.81 -1.46 -2.80  0.01
C -2.52 -3.56 0.70  0.10
C -2.20 -2.90 -0.67  0.15
C -3.33 -1.91 -1.00  0.04
C -2.14 -3.99 -1.74  0.03
C -0.87 -2.22 -0.48  0.59
H -3.43 -4.15 0.63  0.01
H -2.67 -2.79 1.46  -0.01
H -1.70 -4.21 1.01  0.00
H -4.25 -2.45 -1.18  0.00
H -3.09 -1.33 -1.90  -0.01
H -3.50 -1.22 -0.17  0.00
H -3.09 -4.54 -1.79  0.00
H -1.34 -4.70 -1.53  0.00
H -1.96 -3.55 -2.72  -0.01
H -0.07 -2.90 -0.81  -0.02

---

Number 3 is which compound? C29H33BN8SiZr